(1)
# C2H2ClN3

An isolated molecule of C2H2ClN3 at a distorted geometry (wB97M-V/def2-TZVPD, the OMol25 dataset).

## Properties
Highest occupied orbital energy (spin up / spin down) = -7.63 / -7.63 eV
LUMO (spin up / spin down) = 0.0 / 0.0 eV
Multiplicity = 1

Each line ends with the Mulliken charge.
CARTESIAN COORDINATES (ANGSTROEM)
C (-0.88, 0.02, -0.64)  -0.165
C (-1.50, 2.42, -0.46)  0.456
N (-1.46, 1.25, -0.63)  -0.101
N (0.21, -0.26, 0.01)  -0.028
N (0.74, 0.43, 0.96)  -0.667
Cl (-1.57, 4.04, -0.50)  -0.067
H (-1.07, -0.53, -1.44)  0.345
H (1.55, -0.02, 1.22)  0.229

=====

(2)
# C2H2ClN3O

A cluster of 3 separate species, C2H2ClN3O in total at a distorted geometry (wB97M-V/def2-TZVPD, the OMol25 dataset).

## Properties
Highest occupied orbital energy = -9.75 eV
LUMO = -0.6 eV
Multiplicity = 1

Each line ends with the Mulliken charge.
CARTESIAN COORDINATES (ANGSTROEM)
C (0.53, 0.08, -0.11)  0.496
C (-1.63, 0.20, -0.11)  0.587
H (1.51, -1.73, -0.55)  0.353
H (2.49, -0.26, 1.16)  0.355
N (1.76, -0.40, -0.12)  -0.633
N (0.37, 1.40, -0.04)  -0.305
N (-0.60, -0.68, -0.09)  -0.552
O (-1.16, 1.48, -0.13)  -0.203
Cl (-3.28, -0.10, -0.01)  -0.099

=====

(3)
# C2H2ClNO

A cluster of 2 separate species, C2H2ClNO in total at a distorted geometry (wB97M-V/def2-TZVPD, the OMol25 dataset).

## Properties
Highest occupied orbital energy = -8.98 eV
LUMO = 0.7 eV
Multiplicity = 1

Each line ends with the Mulliken charge.
CARTESIAN COORDINATES (ANGSTROEM)
C (-2.49, 0.31, -0.47)  0.183
C (1.24, -0.31, -0.37)  -0.025
N (-2.35, 0.30, 0.69)  -0.472
O (0.67, 0.69, 0.24)  -0.229
Cl (0.74, -1.91, -0.01)  -0.097
H (-2.71, 0.20, -1.47)  0.307
H (-0.19, 0.56, 0.88)  0.333